1.
{
  "formula": "C15H13BClF3N3O5S",
  "method": "ωB97M-V with the def2-TZVPD basis set",
  "symbols": ["Cl", "S", "F", "F", "F", "O", "O", "O", "O", "O", "N", "N", "N", "C", "C", "C", "C", "C", "C", "C", "C", "C", "C", "C", "C", "C", "C", "C", "B", "H", "H", "H", "H", "H", "H", "H", "H", "H", "H", "H", "H", "H"],
  "positions_angstrom": [[2.59579, 3.48008, -0.28891], [-1.02086, 7.11389, 1.26491], [0.09192, 0.35091, 1.52502], [-0.27696, 1.47736, 3.41418], [-1.44200, 1.94102, 1.52541], [5.22980, -1.94619, -0.20567], [3.82759, -0.44979, 0.46464], [-0.75291, -2.67802, -2.07944], [-2.08075, -3.16036, -0.44982], [0.80267, 2.44303, 1.64811], [4.12975, -1.59455, 0.19776], [1.24838, 5.93095, 0.08838], [-1.71974, -2.45096, -1.37579], [-4.30385, 0.23318, -1.09964], [-3.58497, -0.92670, -0.84852], [-2.12876, -0.41877, -2.71015], [2.44189, -4.92987, 0.23165], [-2.85404, 0.73817, -2.95696], [0.42644, 6.56468, 0.69061], [0.85729, -3.25256, 0.92258], [0.36862, 3.81869, 1.43070], [3.10364, -2.62985, 0.36683], [1.82890, -2.27169, 0.78779], [1.16153, -4.57809, 0.64191], [-0.20829, 1.62344, 2.03015], [3.41959, -3.95388, 0.09196], [-2.49811, -1.24021, -1.65374], [-3.93695, 1.06534, -2.15024], [1.70304, 4.66447, 0.89614], [0.39695, -5.34071, 0.74209], [-2.57279, 1.38842, -3.77640], [4.41298, -4.23763, -0.23158], [-0.14119, -2.98221, 1.24335], [1.57693, -1.24238, 1.00917], [-5.14952, 0.49145, -0.47360], [2.67668, -5.96582, 0.01642], [2.41582, 4.94240, 1.81441], [-3.87832, -1.56799, -0.02737], [-1.28437, -0.66289, -3.34201], [-0.38517, 3.91821, 0.59144], [0.00028, 4.32124, 2.37458], [-4.49693, 1.97421, -2.34035]],
  "nbo_charge": [-0.33, -0.23, -0.36, -0.35, -0.33, -0.41, -0.33, -0.37, -0.40, -0.50, 0.51, -0.54, 0.52, -0.21, -0.21, -0.20, -0.22, -0.21, 0.28, -0.20, -0.34, 0.08, -0.21, -0.18, 1.17, -0.22, 0.08, -0.17, 0.22, 0.21, 0.22, 0.24, 0.23, 0.27, 0.22, 0.21, -0.07, 0.24, 0.25, 0.19, 0.19, 0.22],
  "e_lumo_ha": 0.044,
  "largest_force_ev_per_a": 2.7,
  "e_above_lowest_kcal_mol": 0.0,
  "total_energy_ha": -2302.658254,
  "charge": -1,
  "gap_ha": 0.2426
}

2.
{
  "formula": "C15H13BF3N7RuS",
  "method": "ωB97M-V with the def2-TZVPD basis set",
  "symbols": ["Ru", "S", "F", "F", "F", "N", "N", "N", "N", "N", "N", "N", "C", "C", "C", "C", "C", "C", "C", "C", "C", "C", "C", "C", "C", "C", "C", "B", "H", "H", "H", "H", "H", "H", "H", "H", "H", "H", "H", "H", "H"],
  "positions_angstrom": [[0.67856, -0.84541, -0.17522], [2.80905, -1.58325, -0.00260], [6.43685, 0.47833, 1.91822], [5.89195, -0.72375, 0.20253], [5.19225, -1.27442, 2.17438], [1.94841, 0.79925, 0.43088], [-0.98115, -1.53823, -2.49771], [-0.23707, -2.65887, 0.03302], [-1.43278, -2.93130, -0.52104], [-1.21787, -0.01089, 0.01690], [-2.27144, -0.58389, -0.60036], [0.23173, -1.12124, -2.09369], [-3.04358, 1.18026, 0.49062], [-0.87416, -4.68890, 0.69485], [3.04191, 2.70461, 1.31885], [-3.37900, 0.11550, -0.33390], [4.21458, 0.61086, 1.16752], [-1.83607, -4.14867, -0.13302], [-1.00626, -1.55733, -3.83408], [3.07393, 0.06304, 0.60231], [1.93553, 2.08905, 0.76984], [4.19046, 1.95151, 1.52481], [5.44909, -0.23495, 1.36874], [-1.67349, 1.06148, 0.67390], [0.22728, -1.15099, -4.31302], [0.97305, -0.86657, -3.17753], [0.11198, -3.70785, 0.77832], [-2.05843, -1.86617, -1.44544], [1.04364, -3.70898, 1.31953], [-3.69825, 1.93250, 0.89206], [-1.89895, -1.86292, -4.35333], [-0.88290, -5.65286, 1.17032], [5.07229, 2.40473, 1.95643], [-3.07514, -2.23223, -1.94708], [-2.77517, -4.54663, -0.47886], [-1.00597, 1.67488, 1.25919], [1.01739, 2.63421, 0.58424], [0.53796, -1.07003, -5.33880], [-4.32771, -0.18569, -0.74549], [3.00697, 3.75205, 1.57818], [1.98818, -0.52190, -3.07530]],
  "nbo_charge": [0.88, 0.06, -0.31, -0.31, -0.31, -0.52, -0.30, -0.26, -0.31, -0.33, -0.30, -0.21, -0.33, -0.33, -0.26, 0.04, -0.20, 0.02, 0.04, 0.11, 0.09, -0.07, 0.98, 0.00, -0.32, 0.01, 0.00, 0.53, 0.24, 0.25, 0.24, 0.25, 0.26, 0.00, 0.24, 0.22, 0.22, 0.26, 0.24, 0.25, 0.24],
  "e_lumo_ha": [-0.155, -0.184],
  "largest_force_ev_per_a": 0.8,
  "multiplicity": 2,
  "e_above_lowest_kcal_mol": 0.0,
  "total_energy_ha": -1780.141319,
  "charge": 1,
  "gap_ha": [0.2831, 0.2613]
}

3.
{
  "formula": "C15H13ClNO6S2",
  "method": "ωB97M-V with the def2-TZVPD basis set",
  "symbols": ["Cl", "S", "S", "O", "O", "O", "O", "O", "O", "N", "C", "C", "C", "C", "C", "C", "C", "C", "C", "C", "C", "C", "C", "C", "C", "H", "H", "H", "H", "H", "H", "H", "H", "H", "H", "H", "H", "H"],
  "positions_angstrom": [[1.98170, -1.27207, 2.48577], [1.27141, 1.14438, -1.65210], [-0.70253, -0.90741, 3.47557], [0.68827, 2.38226, -2.13806], [-6.45695, 0.36113, 0.36614], [0.53266, -0.08521, -1.79780], [-0.53900, 0.25477, 4.30947], [-6.67574, -1.84555, 0.57713], [-0.57591, -2.21070, 4.07059], [-6.06006, -0.76779, 0.74388], [-2.85218, 0.35071, 2.31575], [3.41028, 2.03105, -3.22885], [0.80792, 0.80311, 1.12205], [1.73620, 1.17488, 0.05291], [-4.08273, 0.36159, 1.64176], [-3.02493, -2.06368, 2.56989], [-4.81756, -0.81440, 1.41661], [-2.31930, -0.86779, 2.77727], [4.43042, -0.56052, -3.64108], [2.77971, 0.90300, -2.66559], [0.45261, -0.56436, 1.98155], [-4.26104, -2.01747, 1.89538], [5.10926, 0.53786, -4.17136], [3.25207, -0.40935, -2.88814], [4.58655, 1.81752, -3.96857], [-2.26494, 1.26679, 2.50918], [-0.23153, 1.09081, 0.95689], [-4.50184, 1.28468, 1.26927], [5.07724, 2.67451, -4.41236], [1.35348, 1.05478, 2.05915], [0.02714, -1.29099, 1.32555], [-4.81936, -2.92806, 1.72187], [6.01214, 0.39399, -4.77047], [2.69930, -1.28548, -2.49229], [4.80310, -1.56009, -3.83337], [2.76889, 1.51259, 0.15208], [-2.56305, -2.98975, 2.95948], [2.96830, 3.04025, -3.09515]],
  "nbo_charge": [-0.05, 2.15, 2.14, -0.98, -0.37, -1.01, -0.95, -0.38, -0.93, 0.49, -0.18, -0.21, -0.41, -0.85, -0.19, -0.19, 0.09, -0.31, -0.22, -0.27, -0.45, -0.19, -0.23, -0.19, -0.22, 0.26, 0.18, 0.25, 0.20, 0.21, 0.20, 0.24, 0.21, 0.25, 0.20, 0.21, 0.26, 0.25],
  "e_lumo_ha": 0.021,
  "largest_force_ev_per_a": 3.7,
  "smiles": "O=[N+]([O-])c1ccc(S(=O)(=O)[C@H](Cl)CC=[S@](=O)([O-])c2ccccc2)cc1",
  "total_energy_ha": -2341.968263,
  "charge": -1,
  "gap_ha": 0.1423
}

4.
{
  "formula": "C15H13N3O6Ru",
  "method": "ωB97M-V with the def2-TZVPD basis set",
  "symbols": ["Ru", "O", "O", "O", "O", "O", "O", "N", "N", "N", "C", "C", "C", "C", "C", "C", "C", "C", "C", "C", "C", "C", "C", "C", "C", "H", "H", "H", "H", "H", "H", "H", "H", "H", "H", "H", "H", "H"],
  "positions_angstrom": [[-0.13658, 0.05839, -0.77841], [-0.10408, 5.99239, -0.64641], [-0.14138, 0.35159, 1.51739], [-2.10748, 0.41549, -0.95821], [-3.60448, 2.05989, -0.72781], [3.36542, 1.94369, -0.62491], [1.78912, 0.33429, -0.82241], [-0.13118, 1.93269, -0.97781], [-0.32678, -1.79711, 2.16939], [-0.10398, -1.99951, -0.89031], [-0.73168, -2.80911, -0.01661], [1.34152, -0.38171, 3.22849], [-0.75298, -4.18141, -0.18961], [-0.11058, -4.74411, -1.28471], [1.15242, 3.95439, -0.74261], [0.23762, -0.58371, 2.23719], [0.57522, -3.90411, -2.15501], [2.20352, 1.60489, -0.77681], [-1.31008, 3.96969, -0.73301], [1.10572, 2.56189, -0.88731], [-1.35378, -2.16101, 1.20259], [0.55142, -2.54431, -1.92701], [-2.48838, 1.64519, -0.86061], [-1.27258, 2.61679, -0.88431], [-0.03458, 4.67049, -0.70231], [1.45032, 0.68079, 3.43339], [1.07832, -1.85161, -2.58261], [-0.14388, -5.80721, -1.45481], [0.76752, 6.41599, -0.68811], [-1.27198, -4.80601, 0.52059], [1.10862, -4.29991, -3.00411], [2.27872, -0.72821, 2.78979], [-2.22528, 4.52539, -0.62601], [2.11482, 4.43569, -0.65681], [-1.90788, -1.25731, 0.90699], [-2.04778, -2.85521, 1.68039], [0.02252, -2.54051, 2.75719], [1.16452, -0.91751, 4.15529]],
  "nbo_charge": [1.53, -0.58, -0.68, -0.68, -0.53, -0.55, -0.65, -0.38, -0.57, -0.53, 0.25, -0.71, -0.23, -0.09, -0.26, 0.72, -0.23, 0.69, -0.17, -0.02, -0.28, 0.08, 0.76, 0.06, 0.35, 0.26, 0.23, 0.25, 0.51, 0.24, 0.25, 0.26, 0.27, 0.26, 0.26, 0.24, 0.42, 0.24],
  "e_lumo_ha": [-0.132, -0.248],
  "largest_force_ev_per_a": 3.0,
  "multiplicity": 6,
  "total_energy_ha": -1289.720848,
  "charge": 1,
  "gap_ha": [0.2083, 0.2253]
}

5.
{
  "formula": "C15H14AsIN4O2PdS5",
  "method": "ωB97M-V with the def2-TZVPD basis set",
  "symbols": ["I", "Pd", "As", "S", "S", "S", "S", "S", "O", "O", "N", "N", "N", "N", "C", "C", "C", "C", "C", "C", "C", "C", "C", "C", "C", "C", "C", "C", "C", "H", "H", "H", "H", "H", "H", "H", "H", "H", "H", "H", "H", "H", "H"],
  "positions_angstrom": [[-3.20062, -2.80845, 5.43546], [1.19492, 0.64679, 0.51090], [-0.75871, 3.22722, 0.61153], [-0.46553, 1.50004, -0.74879], [1.04127, 2.53199, 1.71883], [-2.55107, 2.91914, 1.72376], [3.07799, -1.49479, 0.12848], [-0.51943, 5.13496, -0.24813], [2.89738, -1.15185, 1.52310], [4.25493, -0.95089, -0.52036], [1.69183, -1.19824, -0.56352], [-0.52945, -1.05263, 2.64007], [-1.53560, -0.17952, 2.63831], [0.19493, -1.33274, -2.28963], [4.60047, -5.20029, -0.47604], [2.20676, -4.08198, 0.36036], [3.27408, -3.26580, 0.01531], [-0.11226, -1.52244, -3.56476], [0.80977, -1.81933, -4.55498], [2.14233, -1.90021, -4.17238], [-0.88569, -1.99637, 3.49667], [2.49304, -1.68426, -2.85618], [-2.53030, -0.51655, 3.46698], [3.68691, -7.53252, -0.23134], [2.34581, -5.45903, 0.28328], [4.47191, -3.82109, -0.40423], [-2.14478, -1.70436, 4.05153], [3.54130, -6.03650, -0.13510], [1.47883, -1.39774, -1.91932], [2.91462, -2.11517, -4.90298], [-1.16757, -1.43175, -3.80794], [5.28570, -3.16243, -0.67657], [-0.23429, -2.83259, 3.69421], [2.79100, -8.03767, 0.12937], [1.50969, -6.09669, 0.54792], [-3.39807, 0.10849, 3.58567], [1.27482, -3.62593, 0.67285], [-1.49418, 0.69912, 2.11243], [5.53768, -5.63475, -0.80858], [4.53483, -7.88558, 0.35939], [3.85555, -7.84523, -1.26429], [3.52727, -1.69077, -2.54956], [0.49635, -1.96618, -5.58032]],
  "nbo_charge": [0.09, 0.55, 0.96, -0.46, -0.55, -0.83, 2.32, -0.77, -0.96, -0.99, -0.97, -0.23, -0.32, -0.43, -0.23, -0.12, -0.35, 0.05, -0.33, -0.17, -0.10, -0.31, -0.07, -0.62, -0.23, -0.17, -0.33, -0.03, 0.38, 0.19, 0.18, 0.24, 0.20, 0.21, 0.20, 0.23, 0.24, 0.47, 0.20, 0.21, 0.21, 0.24, 0.20],
  "e_lumo_ha": 0.131,
  "largest_force_ev_per_a": 0.5,
  "e_above_lowest_kcal_mol": 12.8,
  "total_energy_ha": -5601.946061,
  "charge": -2,
  "gap_ha": 0.1925
}

6.
{
  "formula": "C15H14BrIMnN4O4SbSe4",
  "method": "ωB97M-V with the def2-TZVPD basis set",
  "symbols": ["I", "Sb", "Br", "Se", "Se", "Se", "Se", "Mn", "O", "O", "O", "O", "N", "N", "N", "N", "C", "C", "C", "C", "C", "C", "C", "C", "C", "C", "C", "C", "C", "C", "C", "H", "H", "H", "H", "H", "H", "H", "H", "H", "H", "H", "H", "H", "H"],
  "positions_angstrom": [[-1.55952, 3.73295, -0.24942], [2.10324, -6.21487, -2.76208], [1.46337, -3.05669, 0.63571], [1.09467, -3.74078, -2.72175], [-0.20625, -6.86724, -1.92328], [1.47832, -4.80731, -4.77204], [-0.98036, -4.65303, -2.07235], [-0.53937, 0.16892, 0.59592], [1.30811, 2.39512, 1.23665], [-0.44179, -1.24387, -0.96840], [-1.13926, 0.98103, 2.11882], [-0.26248, 2.01510, 3.91428], [-2.30950, 0.83196, -0.19047], [0.90580, 1.51016, 0.26568], [0.80653, -0.69517, 1.96888], [0.04726, -0.07366, -1.12336], [0.84563, 0.10900, 3.04806], [-0.22886, 1.16757, 3.07388], [-3.17293, -0.19923, -0.25812], [1.40647, 0.29531, -3.18134], [2.24797, 2.78888, -1.34956], [1.34551, 1.68755, -0.93581], [2.66939, -1.06391, 4.01167], [-4.14556, 2.30665, -0.57845], [2.61131, -1.93645, 2.93672], [0.88997, 0.59458, -1.81718], [1.74732, -0.02988, 4.07800], [-2.80081, 2.06087, -0.34331], [-4.52407, -0.04460, -0.47516], [-5.02174, 1.23874, -0.64077], [1.65595, -1.71322, 1.96071], [1.65574, 3.68929, -1.54054], [-6.07562, 1.41008, -0.81262], [0.98231, -0.63676, -3.55078], [-4.49384, 3.32146, -0.70084], [3.39994, -1.21194, 4.79510], [1.70558, 0.67063, 4.89997], [2.77665, 2.54175, -2.26684], [-2.74491, -1.18674, -0.13214], [0.82810, 3.23064, 1.09430], [-5.16529, -0.91258, -0.50907], [2.96060, 3.01694, -0.55900], [2.49532, 0.22584, -3.19045], [3.26555, -2.79122, 2.86293], [1.11557, 1.08813, -3.87216]],
  "nbo_charge": [0.21, 0.96, 0.06, 0.14, -0.14, -0.09, 0.13, 1.03, -0.53, -0.46, -0.68, -0.52, -0.51, -0.10, -0.49, 0.05, 0.12, 0.76, 0.04, -0.66, -0.70, 0.31, -0.11, -0.26, -0.26, 0.14, -0.19, 0.13, -0.22, -0.11, 0.18, 0.27, 0.25, 0.23, 0.26, 0.25, 0.27, 0.25, 0.22, 0.49, 0.25, 0.27, 0.25, 0.25, 0.26],
  "e_lumo_ha": -0.286,
  "largest_force_ev_per_a": 0.6,
  "e_above_lowest_kcal_mol": 0.0,
  "total_energy_ha": -14968.068089,
  "charge": 2,
  "gap_ha": 0.2389
}